Entry from the OMol25 dataset: an isolated molecule of C5H14N2 in a non-equilibrium geometry (ωB97M-V with the def2-TZVPD basis set).

Geometry as XYZ:
```
21
Properties=species:S:1:pos:R:3:nbo_charge:R:1
C -2.10025 0.60965 -0.34178 -0.606
C -1.11278 -1.49916 0.58058 -0.606
C -0.81778 -0.19245 -0.15316 -0.237
N 0.41328 1.92982 -0.06632 -0.836
C 0.25542 0.64445 0.54995 0.125
H 0.63826 1.84056 -1.05081 0.351
H 1.15631 2.44857 0.38624 0.371
H -0.03099 0.81311 1.59486 0.179
H -1.89622 1.54757 -0.85073 0.226
H -2.81856 0.04772 -0.93550 0.202
H -1.90000 -2.04713 0.06605 0.212
H -1.44019 -1.29697 1.59987 0.203
H -0.24232 -2.15193 0.61592 0.205
H -2.54958 0.83157 0.62487 0.201
C 2.26665 -0.46331 -0.60030 -0.421
N 1.58493 -0.10479 0.62502 -0.666
H 1.55881 -0.88462 1.27160 0.358
H -0.35842 -0.43430 -1.13648 0.188
H 1.80164 -1.29762 -1.14540 0.160
H 3.29623 -0.73345 -0.35848 0.204
H 2.29558 0.39272 -1.27600 0.186
```

Summary:
LUMO level: 0.04032 Ha
energy: -308.40666 Ha
multiplicity: 1
orbital gap: 9.57 eV
ΔE to the lowest compared entry with this formula, charge and spin: 10.3 kcal per mole